(1)
C30H29F3N12ORbS2 as an isolated structure at a distorted geometry, computed with ωB97M-V with the def2-TZVPD basis set.

- highest occupied orbital energy (eV) = -4.9
- LUMO level (eV) = 2.105
- ΔE to the lowest compared entry with this formula, charge and spin (kcal per mole) = 37.37
- DFT total energy (a.u.) = -3013.184613
- charge = -1

Last column: Löwdin charge in e.
Positions of all 78 atoms, in Å:
Rb: 1.24689 -0.24053 -0.55250  0.633
O: 5.54567 1.20536 2.19913  -0.030
C: 4.46132 1.11032 1.57651  -0.547
N: 3.88604 0.00330 1.01557  -0.038
C: 4.70057 -1.14229 1.33799  -0.262
C: 4.41526 -2.46127 0.74732  -0.252
C: 5.13489 -3.53772 1.26562  -0.043
C: 4.85985 -4.78579 0.77927  -0.106
C: 4.00019 -4.93454 -0.27451  -0.078
C: 3.25095 -3.80666 -0.66064  -0.141
N: 3.38420 -2.61404 -0.11927  0.090
C: 3.62978 2.29716 1.33281  -0.255
C: 4.27195 3.49376 1.10175  -0.020
C: 3.56141 4.66869 0.81083  -0.064
C: 2.15044 4.63609 0.72427  -0.055
C: 1.59756 3.35506 0.95867  -0.105
N: 2.29856 2.19986 1.28773  0.098
H: 4.79920 -1.36529 2.41939  0.117
H: 5.70834 -0.91776 1.10019  0.109
H: 5.80674 -3.34697 2.13812  0.132
H: 5.40412 -5.68291 1.16883  0.117
H: 3.87596 -5.81978 -0.80717  0.074
H: 2.42834 -3.90957 -1.32203  0.095
H: 5.37415 3.41685 1.21307  0.122
H: 4.07949 5.61354 0.65311  0.095
H: 1.51724 5.50224 0.58822  0.094
H: 0.48927 3.22213 0.93760  0.098
F: -1.90118 5.99117 -1.63612  0.120
C: -1.43926 4.82414 -2.09814  -0.591
F: -2.09176 4.67470 -3.28471  0.104
F: -0.10162 5.05891 -2.34866  0.075
C: -1.60654 3.66773 -1.22894  -0.148
C: -2.52431 3.83248 -0.20668  -0.030
C: -2.77686 2.78754 0.65919  -0.056
C: -1.96938 1.66939 0.47683  -0.174
N: -1.09989 1.48083 -0.46351  -0.050
C: -0.89979 2.40837 -1.40784  -0.784
S: 0.09272 1.98910 -2.71347  0.553
H: -3.03441 4.75351 -0.23123  0.103
H: -3.43507 2.99137 1.47670  0.088
H: -1.96946 0.87646 1.19647  0.091
N: 2.47693 -0.53044 3.48791  0.201
C: 1.21853 -0.85502 3.66647  -0.412
N: 0.78645 -0.81634 4.96971  0.161
C: -0.41222 -1.41745 5.05450  -0.484
N: -0.80966 -1.71443 6.31234  0.143
N: -1.19637 -1.82990 4.06802  0.147
C: -0.72057 -1.61927 2.82088  -0.279
N: 0.49419 -1.16095 2.53299  0.177
C: -1.67954 -1.75603 1.69689  -0.245
C: -2.99173 -2.08748 1.95374  -0.030
C: -3.87459 -2.45733 0.94351  -0.040
C: -3.31984 -2.55279 -0.33968  -0.061
C: -2.07498 -2.06932 -0.53210  -0.159
N: -1.23917 -1.75689 0.44256  0.081
H: 2.99899 -0.37426 4.34606  0.125
H: 2.85302 -0.35417 2.55095  0.052
H: -0.45930 -1.14250 7.04525  0.087
H: -1.71285 -2.08768 6.39623  0.074
H: -3.26796 -2.11850 3.00792  0.102
H: -4.88914 -2.72929 1.16629  0.097
H: -3.97173 -2.86989 -1.15134  0.106
H: -1.62351 -2.01903 -1.54659  0.069
C: -4.37650 -2.13271 -5.52285  -0.051
N: -3.67016 -0.92582 -5.02985  -0.162
C: -4.43030 0.24331 -4.56564  -0.136
C: -3.30394 1.19959 -4.03172  -0.147
N: -2.38934 0.19298 -3.59300  -0.002
C: -2.52441 -0.93296 -4.28964  -0.834
S: -1.36278 -2.20590 -4.36453  0.522
H: -4.20498 -2.85514 -4.76893  0.047
H: -4.00219 -2.44161 -6.51447  0.088
H: -5.43610 -1.81465 -5.58447  0.089
H: -5.06046 -0.00378 -3.67765  0.129
H: -5.00070 0.69464 -5.33259  0.098
H: -3.66065 1.94777 -3.30991  0.117
H: -2.80696 1.78171 -4.90959  0.149
H: -1.47706 0.40662 -3.20743  0.001

(2)
C12H24ClCoIO10 as an isolated structure at a distorted geometry, computed with ωB97M-V with the def2-TZVPD basis set.

- highest occupied orbital energy (spin up / spin down) (eV) = -12.3 / -11.7
- LUMO level (spin up / spin down) (eV) = -2.136 / -6.553
- ΔE to the lowest compared entry with this formula, charge and spin (kcal per mole) = 27.87
- 2S+1 = 5
- DFT total energy (a.u.) = -3364.426072
- charge = +1

Last column: Löwdin spin population.
Positions of all 49 atoms, in Å:
Co: -0.26455 -0.86537 -0.28246  3.021
I: -0.92634 -2.05251 -2.81954  0.594
Cl: -0.70326 -2.72026 1.34387  0.236
C: 4.52848 -0.90457 -0.88264  0.000
O: 3.91756 -2.19300 -0.91102  0.003
C: 2.51428 -2.27837 -0.91708  0.002
O: 1.76224 -1.33590 -0.61998  0.031
O: 2.13829 -3.61466 -1.04326  0.004
C: 3.00347 -4.58829 -1.63088  0.000
H: 3.93014 -0.23293 -0.26702  0.000
H: 4.71307 -0.43852 -1.85054  0.000
H: 5.52780 -0.87456 -0.44841  0.000
H: 2.41350 -5.39148 -2.07238  0.000
H: 3.67798 -4.95385 -0.85660  0.000
H: 3.50673 -4.11730 -2.47527  0.000
C: -4.76927 0.93611 2.55090  0.000
O: -3.55829 0.47342 1.93255  0.001
C: -3.40911 0.17559 0.61026  0.003
O: -2.30780 0.11521 0.02814  0.014
O: -4.62026 -0.18781 0.08308  0.002
C: -4.61299 -0.42411 -1.29005  0.002
H: -5.64514 0.36532 2.24243  0.000
H: -5.05712 1.94887 2.26885  0.000
H: -4.56043 0.83434 3.61586  0.000
H: -4.06845 -1.34163 -1.51303  0.003
H: -4.15557 0.41789 -1.80957  0.000
H: -5.63093 -0.58974 -1.64283  0.000
C: -0.25954 3.49501 -0.30487  0.000
O: 0.54895 3.17950 -1.37091  0.002
C: 0.84363 1.93712 -1.66789  0.003
O: 0.32288 0.96986 -1.13478  0.025
O: 1.58762 2.02459 -2.77709  0.000
C: 1.93049 0.87006 -3.61390  0.001
H: -0.99090 2.72615 -0.05574  0.000
H: -0.76862 4.44080 -0.49039  0.000
H: 0.40025 3.60529 0.55572  0.000
H: 1.19142 0.75878 -4.40730  0.000
H: 2.06838 -0.05088 -3.04737  0.001
H: 2.86652 1.05130 -4.14219  0.000
C: -0.16154 2.14783 3.01213  0.003
C: 0.29709 0.78667 2.49170  0.004
O: 0.04278 0.42797 1.36876  0.041
C: 0.82370 -0.26822 3.49815  0.001
H: -1.24851 2.15739 2.93146  0.000
H: 0.05820 3.07533 2.48339  0.000
H: 0.34141 2.19428 3.97805  0.000
H: 1.18872 0.14621 4.43788  0.000
H: 1.56807 -0.93805 3.06761  0.000
H: 0.00498 -0.89903 3.84439  0.001

(3)
C46H41AsN5O9S2Zr as an isolated structure, computed with ωB97M-V with the def2-TZVPD basis set.

- highest occupied orbital energy (eV) = -10.1
- LUMO level (eV) = -3.891
- ΔE to the lowest compared entry with this formula, charge and spin (kcal per mole) = 0.00
- DFT total energy (a.u.) = -5807.687033
- charge = +1

Last column: Löwdin charge in e.
Positions of all 105 atoms, in Å:
Zr: -0.78773 0.57077 1.28952  1.833
O: -1.91658 3.54873 -1.25696  0.140
C: -1.90843 2.88125 -0.26147  -0.549
O: -0.86270 2.49892 0.45108  -0.225
C: -3.18688 2.31555 0.34420  -0.175
C: -4.48882 2.72797 0.14122  0.041
C: -5.48821 2.11549 0.89719  0.003
C: -5.17321 1.13850 1.83740  0.041
C: -3.84493 0.78162 1.97112  -0.157
N: -2.91707 1.34343 1.20755  0.013
C: -3.23070 -0.17228 2.97930  -0.541
O: -3.89715 -0.87658 3.68781  0.134
O: -1.91553 -0.09617 2.95660  -0.196
H: -4.70319 3.51957 -0.56307  0.135
H: -6.51721 2.42611 0.77271  0.125
H: -5.92040 0.67761 2.46782  0.136
C: 0.98151 -4.48436 2.57893  -0.002
N: 0.81682 -3.17080 1.95629  -0.090
C: 2.04479 -2.51818 1.48900  0.016
C: -0.37224 -2.64882 1.75838  -0.419
C: -1.61089 -3.36422 2.19621  0.048
O: -0.48497 -1.51515 1.19353  -0.242
H: 2.00470 -4.56316 2.93550  0.102
H: 0.80150 -5.27858 1.85297  0.105
H: 0.30952 -4.60184 3.42483  0.097
H: 2.56394 -3.19457 0.81113  0.104
H: 2.69284 -2.30516 2.33933  0.107
H: 1.80670 -1.59872 0.96535  0.063
H: -1.57451 -4.42483 1.95394  0.098
H: -2.46964 -2.90767 1.71196  0.085
H: -1.73192 -3.25563 3.27686  0.115
O: 5.69920 0.18371 0.91656  -0.386
S: 6.48617 1.36780 1.26769  0.432
O: 5.90369 2.59973 0.75704  -0.357
O: 7.90890 1.24060 1.14000  -0.311
C: 6.12583 1.43828 3.05833  -0.328
N: 6.98895 1.04941 3.98924  0.144
C: 6.52504 0.98258 5.23202  -0.095
C: 5.19203 1.20853 5.57077  0.013
C: 4.38483 1.59289 4.51862  -0.227
N: 4.86523 1.76579 3.29221  0.153
C: 2.90415 1.64667 4.38383  -0.106
C: 2.10525 0.55107 4.69528  0.033
C: 1.04931 0.27206 3.85424  -0.096
N: 0.64828 1.14554 2.91858  -0.093
C: 1.23812 2.35598 2.84563  -0.122
C: 2.38655 2.62975 3.54000  0.025
H: 7.24355 0.71135 5.99780  0.116
H: 4.83381 1.07422 6.58162  0.113
H: 2.43638 -0.19531 5.40447  0.129
H: 0.49485 -0.65586 3.91592  0.116
H: 0.81397 3.06107 2.14393  0.104
H: 2.95974 3.51854 3.32079  0.139
C: -2.63437 0.94530 -5.72124  -0.071
C: -3.12180 1.60809 -4.60413  -0.067
C: -2.80134 1.15769 -3.33170  -0.107
C: -1.99640 0.03616 -3.17733  -0.367
C: -1.50969 -0.63259 -4.29701  -0.097
C: -1.82889 -0.17502 -5.56743  -0.071
As: -1.56264 -0.60037 -1.39917  1.376
C: -3.03048 -1.79278 -1.00837  -0.306
C: -4.33367 -1.44959 -0.68882  -0.086
C: -5.25135 -2.45409 -0.41011  -0.061
C: -4.85866 -3.78616 -0.45909  -0.056
C: -3.55528 -4.12938 -0.78784  -0.020
C: -2.62740 -3.13086 -1.06312  -0.209
C: -1.20624 -3.33658 -1.41354  -0.197
C: -0.55966 -4.56688 -1.47291  -0.015
C: 0.78959 -4.62624 -1.79358  -0.061
C: 1.50715 -3.46398 -2.04579  -0.067
C: 0.87525 -2.22889 -1.97451  -0.085
C: -0.47545 -2.16875 -1.67281  -0.321
H: -2.88212 1.30117 -6.71252  0.111
H: -3.74610 2.48430 -4.72073  0.112
H: -3.16675 1.70390 -2.47230  0.080
H: -0.88492 -1.50990 -4.18435  0.102
H: -1.44994 -0.69620 -6.43664  0.113
H: -4.64444 -0.41055 -0.66913  0.095
H: -6.27371 -2.20237 -0.16104  0.111
H: -5.57866 -4.56500 -0.24621  0.113
H: -3.27342 -5.17372 -0.83387  0.113
H: -1.10596 -5.48212 -1.28204  0.112
H: 1.28448 -5.58681 -1.85367  0.112
H: 2.55897 -3.51825 -2.29471  0.116
H: 1.44814 -1.32678 -2.14300  0.087
C: -0.08275 4.45262 -5.07894  -0.031
C: 0.50858 3.75446 -3.88930  -0.245
C: 0.47345 2.36227 -3.80338  -0.019
C: 0.97135 1.70653 -2.69451  -0.067
C: 1.49651 2.45102 -1.64872  -0.403
C: 1.54547 3.83482 -1.71016  -0.062
C: 1.06465 4.47678 -2.83965  -0.017
S: 2.08755 1.70806 -0.16368  1.045
C: 3.57161 0.88408 -0.67800  -0.202
O: 1.11438 0.52239 0.14412  -0.686
H: 0.06485 3.87349 -5.99003  0.084
H: 0.35544 5.43912 -5.22038  0.083
H: -1.15845 4.58154 -4.93821  0.087
H: 0.04426 1.78832 -4.61577  0.108
H: 0.94527 0.62581 -2.64157  0.081
H: 1.94767 4.40544 -0.88216  0.121
H: 1.10372 5.55721 -2.89446  0.124
H: 3.37197 0.27320 -1.55780  0.069
H: 3.94793 0.30435 0.16871  0.031
H: 4.30908 1.66248 -0.87823  0.067

(4)
One molecule with the formula C4H7NO, computed with ωB97M-V with the def2-TZVPD basis set.

- highest occupied orbital energy (eV) = -9.7
- LUMO level (eV) = 1.060
- ΔE to the lowest compared entry with this formula, charge and spin (kcal per mole) = 30.08
- DFT total energy (a.u.) = -286.583715
- SMILES = O=CNC1CC1

Last column: natural (NBO) charge in e.
Positions of all 13 atoms, in Å:
O: 2.49357 -1.77125 -0.15662  -0.600
C: 1.66623 -0.93797 -0.45744  0.531
N: 1.16794 0.01094 0.38712  -0.623
C: -0.01152 0.76259 0.08749  -0.070
C: -1.30310 0.44218 0.79205  -0.421
C: -1.11071 0.03192 -0.63465  -0.423
H: 1.22695 -0.85502 -1.46922  0.109
H: 1.58998 0.06540 1.30383  0.403
H: 0.14954 1.81092 -0.16115  0.203
H: -1.29057 -0.33942 1.54589  0.224
H: -1.97393 1.27011 0.99774  0.220
H: -1.64523 0.54441 -1.42668  0.224
H: -0.95064 -1.02704 -0.81515  0.223